No. 1
Below is a structure of composition C57H66BrIN2O2S2SeTl, with properties calculated with ωB97M-V/def2-TZVPD.

## Properties
lowest unoccupied orbital energy	0.017	Ha
Kohn-Sham gap	4.68	eV
ΔE to the lowest compared entry with this formula, charge and spin	0.00	kJ/mol
DFT total energy	-237112.019	eV

```
! wB97M-V def2-TZVPD RIJCOSX def2/J DEFGRID3
* xyz -1 1
Tl -0.331 -0.113 0.316
C 6.235 -3.044 3.665
C 5.680 -1.798 4.365
C 5.665 -2.058 5.872
C 6.617 -0.611 4.094
C 4.286 -1.470 3.820
C 4.094 -1.229 2.466
C 2.851 -0.845 1.984
Se 2.543 -0.531 0.125
C 2.697 -2.293 -0.562
C 3.926 -2.934 -0.541
C 4.085 -4.178 -1.123
C 2.953 -4.714 -1.729
C 1.702 -4.108 -1.765
C 1.518 -2.820 -1.153
O 0.381 -2.162 -1.120
C 0.561 -4.849 -2.474
C -0.126 -3.908 -3.469
C 1.030 -6.069 -3.273
C -0.412 -5.347 -1.400
C 5.457 -4.864 -1.165
C 5.393 -6.243 -1.820
C 6.429 -3.988 -1.969
C 5.986 -5.038 0.263
C 1.742 -0.622 2.825
O 0.634 -0.071 2.370
C 1.906 -0.963 4.198
C 3.166 -1.349 4.641
C 0.752 -0.800 5.201
C 0.505 0.698 5.422
C 1.074 -1.435 6.558
C -0.525 -1.481 4.673
H 7.200 -3.333 4.095
H 5.542 -3.884 3.763
H 6.386 -2.855 2.601
H 6.677 -2.295 6.209
H 5.325 -1.178 6.427
H 5.017 -2.902 6.127
H 7.622 -0.818 4.477
H 6.694 -0.403 3.024
H 6.238 0.290 4.584
H 4.925 -1.300 1.773
H 4.773 -2.433 -0.088
H 3.055 -5.672 -2.214
H 0.589 -3.582 -4.230
H -0.955 -4.416 -3.974
H -0.496 -3.019 -2.966
H 1.770 -5.796 -4.030
H 1.449 -6.851 -2.633
H 0.165 -6.496 -3.788
H -0.720 -4.528 -0.750
H -1.300 -5.807 -1.852
H 0.082 -6.098 -0.777
H 5.067 -6.183 -2.862
H 6.388 -6.697 -1.807
H 4.712 -6.907 -1.281
H 6.038 -3.816 -2.975
H 6.563 -3.013 -1.494
H 7.411 -4.467 -2.052
H 5.301 -5.658 0.849
H 6.973 -5.515 0.259
H 6.075 -4.077 0.769
H 3.288 -1.548 5.697
H 1.404 1.171 5.825
H 0.255 1.185 4.482
H -0.319 0.853 6.130
H 1.864 -0.895 7.086
H 0.178 -1.405 7.184
H 1.375 -2.481 6.450
H -0.887 -0.998 3.768
H -0.324 -2.531 4.441
H -1.313 -1.438 5.432
Br -1.169 2.116 2.557
C -0.973 3.479 1.288
C -1.112 4.748 1.772
C -0.968 5.857 0.921
C -0.701 5.643 -0.395
C -0.552 4.334 -0.912
C -0.255 4.177 -2.285
C -0.102 2.955 -2.838
C -0.209 1.771 -2.045
C -0.476 1.900 -0.703
C -0.681 3.181 -0.076
H -1.330 4.893 2.821
H -1.071 6.861 1.316
H -0.601 6.475 -1.083
H -0.157 5.071 -2.892
H 0.103 2.866 -3.901
H 0.582 0.653 -3.682
S -2.113 -2.312 0.105
C -3.533 -1.712 -0.542
N -4.164 -2.353 -1.524
C -5.547 -2.043 -1.866
C -5.748 -0.566 -1.874
N -5.342 -0.024 -0.581
C -6.017 1.215 -0.161
C -5.443 2.454 -0.818
C -5.648 2.700 -2.175
C -5.072 3.803 -2.790
C -4.314 4.694 -2.041
C -4.137 4.476 -0.683
C -4.684 3.353 -0.077
C -4.205 -0.431 0.003
S -3.526 0.373 1.263
C -3.564 -3.427 -2.339
C -3.585 -3.013 -3.786
C -4.363 -3.651 -4.743
C -4.352 -3.199 -6.062
C -3.552 -2.122 -6.423
C -2.768 -1.485 -5.463
C -2.803 -1.927 -4.155
H -6.224 -2.522 -1.153
H -5.745 -2.439 -2.858
H -6.800 -0.337 -2.025
H -5.172 -0.115 -2.685
H -5.921 1.292 0.916
H -7.069 1.098 -0.418
H -6.272 2.031 -2.760
H -5.214 3.964 -3.852
H -3.864 5.558 -2.516
H -3.559 5.175 -0.091
H -4.516 3.170 0.977
H -4.108 -4.360 -2.178
H -2.544 -3.563 -2.002
H -4.973 -4.506 -4.463
H -4.973 -3.689 -6.803
H -3.527 -1.775 -7.449
H -2.124 -0.654 -5.718
H -2.188 -1.441 -3.403
I -0.031 1.421 -6.726
C -0.036 0.478 -2.801
H -1.009 0.137 -3.161
H 0.408 -0.322 -2.205
*
```

No. 2
Below is a cluster of 2 separate species, C6H16N3 in total in a non-equilibrium geometry, with properties calculated with ωB97M-V/def2-TZVPD.

## Properties
lowest unoccupied orbital energy	-0.103	Ha
Kohn-Sham gap	10.50	eV
ΔE to the lowest compared entry with this formula, charge and spin	209.25	kJ/mol
DFT total energy	-10942.680	eV

```
! wB97M-V def2-TZVPD RIJCOSX def2/J DEFGRID3
* xyz 1 1
C 1.588 0.804 1.287
C 2.218 0.774 -0.066
C 0.487 -0.182 1.294
C 1.119 0.606 -1.093
C -3.065 1.224 0.465
C 0.127 -2.457 -0.828
N -2.246 1.424 -0.460
N -0.705 -1.313 -0.411
N -0.069 -0.089 -0.175
H 2.307 0.460 1.976
H 1.278 1.792 1.601
H 2.813 1.654 -0.164
H 3.026 -0.064 -0.118
H 0.616 -1.218 1.374
H -0.232 0.178 2.072
H 0.684 1.479 -1.351
H 1.329 -0.123 -1.894
H -2.792 0.895 1.468
H -2.673 1.592 -1.294
H -4.107 1.369 0.357
H -0.545 -3.299 -0.543
H 0.197 -2.519 -1.891
H 1.080 -2.338 -0.488
H -0.905 0.598 -0.166
H -1.527 -1.247 -0.951
*
```

No. 3
Below is a cluster of 3 separate species, C20H35N2O5 in total in a non-equilibrium geometry, with properties calculated with ωB97M-V/def2-TZVPD.

## Properties
lowest unoccupied orbital energy (alpha / beta)	0.026 / 0.018	Ha
Kohn-Sham gap (alpha / beta)	8.38 / 8.18	eV
DFT total energy	-34522.424	eV

```
! wB97M-V def2-TZVPD RIJCOSX def2/J DEFGRID3
* xyz 0 2
C -2.176 -2.379 4.773
C -2.218 -2.198 3.278
C -1.969 -3.479 2.508
N -2.450 -1.058 2.768
C -1.506 -0.290 1.955
C -1.466 -0.668 0.443
C -0.105 -0.439 -0.207
C 0.801 -1.678 -0.129
C -0.314 -0.187 -1.705
N 0.525 0.784 0.360
O -0.179 1.831 0.110
C 0.859 0.654 1.822
C 0.766 2.036 2.482
C 2.337 0.210 1.982
C -0.118 -0.281 2.574
H -1.187 -2.734 5.062
H -2.447 -1.459 5.275
H -2.873 -3.168 5.075
H -2.712 -4.202 2.850
H -2.123 -3.351 1.443
H -0.992 -3.914 2.722
H -1.856 0.741 1.981
H -2.219 -0.055 -0.049
H -1.752 -1.703 0.273
H 1.833 -1.445 -0.362
H 0.410 -2.387 -0.854
H 0.702 -2.166 0.838
H -0.785 -1.062 -2.151
H -0.943 0.677 -1.890
H 0.658 -0.081 -2.190
H 1.335 2.783 1.940
H 1.229 1.922 3.463
H -0.263 2.341 2.655
H 2.704 -0.130 1.018
H 2.447 -0.542 2.758
H 2.917 1.090 2.242
H -0.181 0.103 3.591
H 0.314 -1.281 2.635
O 4.521 2.824 2.296
C 4.682 3.276 1.201
O 5.733 4.067 0.885
C 5.605 4.547 -0.465
C 4.680 3.553 -1.157
C 3.776 3.113 -0.007
H 5.184 5.554 -0.434
H 6.593 4.594 -0.916
H 4.148 3.982 -2.004
H 5.257 2.701 -1.518
H 2.914 3.770 0.114
H 3.442 2.084 -0.101
O -1.935 -2.511 -3.278
C -2.636 -2.016 -4.111
O -2.302 -1.985 -5.421
C -3.277 -1.232 -6.164
C -4.540 -1.262 -5.312
C -3.961 -1.311 -3.899
H -2.895 -0.219 -6.305
H -3.410 -1.695 -7.139
H -5.201 -0.419 -5.497
H -5.099 -2.177 -5.511
H -3.762 -0.315 -3.500
H -4.583 -1.868 -3.205
*
```

No. 4
Below is the ion CH6N3O2 with charge +1 in a non-equilibrium geometry, with properties calculated with ωB97M-V/def2-TZVPD.

## Properties
lowest unoccupied orbital energy	-0.145	Ha
Kohn-Sham gap	10.82	eV
ΔE to the lowest compared entry with this formula, charge and spin	259.57	kJ/mol
SMILES string	NN(C=[NH2+])OO
DFT total energy	-9687.275	eV

```
! wB97M-V def2-TZVPD RIJCOSX def2/J DEFGRID3
* xyz 1 1
N -0.459 -0.854 1.060
N -0.345 -0.094 -0.047
C 0.722 -0.066 -0.814
N 1.699 -0.897 -0.654
O -1.285 0.746 -0.439
O -1.525 1.799 0.489
H -0.165 -0.335 1.995
H -1.379 -1.199 1.039
H 0.732 0.602 -1.743
H 2.505 -1.025 -1.241
H 1.584 -1.203 0.350
H -2.083 2.527 0.005
*
```